Here is 2 unconnected molecules or ions with the total composition C29H35O2Si in a non-equilibrium geometry from the OMol25 dataset. Energies are from ωB97M-V/def2-TZVPD.

Each line ends with the natural charge from an NBO analysis.
Atoms and positions in Å:
C: -1.926 0.569 -1.802  -0.607
C: -0.586 0.168 -2.181  -0.188
C: -0.160 -1.097 -2.772  -0.626
C: 0.372 1.161 -2.244  0.612
O: 1.534 0.847 -2.770  -0.837
Si: 3.051 1.645 -2.668  1.878
C: 3.917 0.718 -4.025  -1.139
C: 2.891 3.434 -3.118  -1.158
C: 3.667 1.386 -0.923  -1.149
O: 0.148 2.433 -1.908  -0.561
C: -0.446 3.316 -2.943  -0.249
H: -2.598 -0.290 -1.779  0.209
H: -1.930 1.021 -0.800  0.188
H: -2.347 1.325 -2.481  0.210
H: -0.943 -1.850 -2.644  0.198
H: 0.046 -1.008 -3.855  0.222
H: 0.770 -1.471 -2.312  0.220
H: 4.983 0.975 -4.022  0.240
H: 3.820 -0.371 -3.930  0.250
H: 3.502 1.003 -5.001  0.250
H: 3.920 3.823 -3.175  0.247
H: 2.424 3.589 -4.100  0.245
H: 2.350 4.027 -2.372  0.249
H: 4.605 1.942 -0.773  0.246
H: 2.952 1.732 -0.163  0.244
H: 3.869 0.322 -0.735  0.244
H: -0.465 4.327 -2.518  0.204
H: 0.173 3.300 -3.856  0.190
H: -1.462 2.968 -3.179  0.184
C: 3.156 -3.084 3.850  -0.136
C: 2.054 -3.727 3.261  -0.212
C: 1.027 -2.981 2.688  -0.164
C: 1.062 -1.566 2.711  -0.068
C: -0.021 -0.775 2.156  0.248
C: -0.855 -1.366 1.171  -0.322
C: -2.147 -0.980 0.887  0.034
C: -3.144 -1.812 0.241  -0.066
C: -4.433 -1.268 -0.020  -0.148
C: -5.456 -2.054 -0.542  -0.219
C: -5.215 -3.407 -0.827  -0.136
C: -3.932 -3.939 -0.655  -0.217
C: -2.900 -3.157 -0.133  -0.157
C: -0.289 0.561 2.691  -0.176
C: -0.834 1.588 1.888  -0.154
C: -1.242 2.802 2.438  -0.218
C: -1.010 3.081 3.788  -0.140
C: -0.402 2.111 4.597  -0.238
C: -0.063 0.867 4.065  -0.083
C: 2.203 -0.938 3.257  -0.166
C: 3.225 -1.685 3.832  -0.207
H: 3.966 -3.664 4.295  0.237
H: 1.996 -4.816 3.246  0.236
H: 0.176 -3.488 2.233  0.222
H: -0.458 -2.245 0.659  0.229
H: -2.514 -0.021 1.269  0.228
H: -4.588 -0.203 0.183  0.222
H: -6.440 -1.611 -0.717  0.237
H: -6.025 -4.037 -1.189  0.235
H: -3.726 -4.979 -0.914  0.234
H: -1.892 -3.566 -0.033  0.215
H: -0.896 1.428 0.809  0.239
H: -1.749 3.522 1.794  0.235
H: -1.310 4.036 4.211  0.235
H: -0.194 2.320 5.648  0.236
H: 0.390 0.114 4.721  0.222
H: 2.278 0.151 3.218  0.235
H: 4.070 -1.157 4.273  0.235

Computed properties:
Kohn-Sham gap = 4.44 eV
relative energy (zero: lowest compared OMol25 entry of this formula, charge and spin) = 2.7 kcal/mol
total charge = +1
energy = -42607.45039 eV